# 1
Density functional theory data (ωB97M-V/def2-TZVPD) for C20H49Br3FN3Sr as an isolated structure at a distorted geometry.

Summary:
HOMO energy	-8.92	eV
spin multiplicity	1
total charge	0
Kohn-Sham gap	9.43	eV

Structure (XYZ):
```
77
C20H49Br3FN3Sr | OMol25 | ωB97M-V/def2-TZVPD
Sr -0.7851 0.1663 0.3020
Br -3.6345 0.0459 0.6188
F 1.4716 0.0916 0.2934
Br 4.3300 -1.8383 -2.9961
C 3.3604 -0.7949 -1.6098
C 4.2162 -0.6573 -0.3648
Br 5.6003 0.7321 -0.7012
H 2.4278 -1.3599 -1.4044
H 3.1568 0.1720 -1.9903
H 4.6536 -1.5980 -0.0253
H 3.5612 -0.1738 0.3538
C -1.0463 1.9032 3.6558
C 0.1655 0.9448 3.6543
N -0.1610 -0.3340 2.9904
C -1.3652 -0.9939 3.4956
C -1.5460 -2.3742 2.7969
C 1.0499 -1.1223 2.7913
C 1.6909 -1.8049 3.9699
H -1.5258 1.9537 2.6507
H -0.7724 2.9185 4.0026
H -1.8467 1.5958 4.3524
H 0.8927 1.4168 3.0065
H 0.5996 0.7264 4.6494
H -1.2944 -1.0696 4.6209
H -2.2323 -0.4172 3.2483
H -1.4563 -2.2002 1.7076
H -0.7483 -3.0919 3.0392
H -2.5349 -2.8065 2.9626
H 1.7504 -0.4288 2.2828
H 0.8315 -1.8598 2.0130
H 1.9929 -1.1530 4.7897
H 2.5432 -2.3233 3.5397
H 0.9867 -2.5150 4.3328
C -0.6773 -0.2148 -3.2169
C -1.5660 -1.2333 -2.5035
N -0.8679 -1.9468 -1.4321
C -1.8241 -3.0645 -0.8606
C -2.3591 -4.1352 -1.7464
C 0.3264 -2.5692 -1.9043
C 1.1573 -3.3148 -0.9167
H -0.2130 0.4901 -2.5223
H -1.3081 0.3758 -3.8658
H 0.0524 -0.5777 -3.9264
H -2.4700 -0.8313 -2.0111
H -1.9826 -1.9309 -3.2751
H -1.2257 -3.5180 -0.0836
H -2.7016 -2.5320 -0.4964
H -3.0598 -3.7636 -2.4810
H -1.5258 -4.5765 -2.3092
H -2.8340 -4.9406 -1.1339
H 0.9680 -1.7811 -2.3257
H 0.1185 -3.2134 -2.7795
H 0.6381 -4.2034 -0.5814
H 1.4530 -2.6873 -0.0784
H 2.0922 -3.5782 -1.4432
C -2.7914 2.6424 -1.9332
C -1.8119 3.2723 -0.8980
N -0.4721 2.7240 -0.9117
C 0.1723 3.1036 -2.1699
C 1.6104 2.6401 -2.2512
C 0.2888 3.2168 0.2390
C 0.7878 4.6788 0.1998
H -2.6993 3.1051 -2.9315
H -3.8122 2.6937 -1.6770
H -2.5736 1.5945 -1.9082
H -1.8123 4.3281 -1.0283
H -2.2642 3.0841 0.0669
H -0.4612 2.6739 -2.9891
H 0.0007 4.2055 -2.2311
H 2.1275 2.9271 -3.1914
H 2.2313 2.9833 -1.3979
H 1.6827 1.5208 -2.2290
H 1.0616 2.4642 0.3241
H -0.3480 3.0250 1.1228
H 1.5542 4.8235 -0.5587
H 1.1257 4.9921 1.1648
H -0.1196 5.2974 0.0539
```

Atomic partial charges in e from the Löwdin method, atoms 1 to 6: 1.130, -0.176, -0.640, 0.573, -0.689, -0.643

=====

# 2
Density functional theory data (ωB97M-V/def2-TZVPD) for a 4-piece molecular cluster, C20H50BN6O3 overall at a distorted geometry.

Summary:
HOMO energy	-9.33	eV
spin multiplicity	1
total charge	+1
Kohn-Sham gap	5.95	eV

Structure (XYZ):
```
80
C20H50BN6O3 | OMol25 | ωB97M-V/def2-TZVPD
O 0.4962 -1.5429 6.0694
B -0.3444 -0.6827 5.4664
O -0.3948 0.6233 5.7114
O -1.2941 -1.2260 4.4832
N -2.5564 -1.1065 4.9592
C -3.5400 -0.5475 4.3195
N -4.5874 -0.6569 5.1447
C -4.1495 -1.2751 6.2693
N -2.9051 -1.5626 6.1701
H 0.5751 -2.3410 5.5329
H 0.2294 0.8568 6.4063
H -3.5145 -0.1050 3.3476
H -5.5122 -0.3137 4.9351
H -4.7979 -1.4693 7.0955
C 1.0730 -0.3107 2.1572
C 1.8795 -0.8715 0.9970
N 2.8748 -1.8370 1.4154
C 3.8337 -2.1657 0.3712
C 3.3184 -2.8781 -0.8837
C 2.3786 -2.9543 2.1962
C 1.2831 -3.8367 1.5811
H 1.7297 0.1111 2.9212
H 0.4126 0.4825 1.8031
H 0.4440 -1.0771 2.6179
H 2.3997 -0.0394 0.5170
H 1.1835 -1.2769 0.2455
H 4.6358 -2.7609 0.8144
H 4.3102 -1.2296 0.0622
H 3.0973 -3.9281 -0.6971
H 4.0851 -2.8479 -1.6601
H 2.4268 -2.4027 -1.2924
H 2.0023 -2.5574 3.1465
H 3.2291 -3.5791 2.4761
H 0.4966 -3.2484 1.1057
H 0.8131 -4.4380 2.3636
H 1.6825 -4.5309 0.8452
C 3.1814 0.0823 -2.9716
C 4.6688 0.1672 -3.2797
N 4.9618 0.1129 -4.6965
C 6.3708 -0.0963 -4.9860
C 7.3655 0.9956 -4.5745
C 4.2826 1.1008 -5.5175
C 4.4947 2.5837 -5.1839
H 2.7392 -0.8061 -3.4249
H 3.0338 0.0213 -1.8916
H 2.6368 0.9591 -3.3246
H 5.1606 -0.6870 -2.8048
H 5.0789 1.0684 -2.7959
H 6.4767 -0.2874 -6.0568
H 6.6679 -1.0297 -4.4971
H 7.3123 1.8645 -5.2284
H 8.3832 0.6065 -4.6424
H 7.2127 1.3267 -3.5469
H 3.2102 0.8928 -5.4737
H 4.5570 0.9240 -6.5597
H 4.4270 2.7803 -4.1130
H 3.7233 3.1819 -5.6732
H 5.4555 2.9510 -5.5393
C -4.2444 -0.0235 0.1343
C -5.5738 0.6392 0.4664
N -5.4794 2.0792 0.5777
C -6.6641 2.6908 1.1605
C -7.9855 2.5895 0.3917
C -4.9136 2.7635 -0.5770
C -5.5991 2.5677 -1.9346
H -3.4717 0.2737 0.8497
H -4.3518 -1.1088 0.1777
H -3.8932 0.2233 -0.8663
H -5.9143 0.2550 1.4359
H -6.3226 0.3133 -0.2704
H -6.4459 3.7435 1.3548
H -6.8110 2.2403 2.1499
H -8.0075 3.2548 -0.4689
H -8.8109 2.8826 1.0430
H -8.1877 1.5745 0.0486
H -3.8706 2.4512 -0.6736
H -4.8634 3.8298 -0.3486
H -5.8539 1.5242 -2.1247
H -4.9254 2.8863 -2.7315
H -6.5049 3.1634 -2.0268
```

Atomic partial charges in e from the Löwdin method, atoms 1 to 6: 0.247, -0.797, 0.258, 0.157, -0.093, 0.055

=====

no.,E (eV),molar mass (g mol⁻¹)
1,-239689.679,678.0
2,-37304.923,433.5